The following is a quantum chemistry calculation of a cluster of 3 separate species, C35H74ClFN3O13P5S in total at a distorted geometry, from the Open Molecules 2025 dataset.

- Orbital gap: 7.6 eV
- SMILES string: CCP(CC)N(N=C=S)[C@@](CCF)([PH2]=O)[C@H](Cl)O[C@](CCOC=O)(CC[C@@H](C)CCC=C(C)C)P(N)O.CCOP(=O)(OCC)OCC.CCOP(=O)(OCC)OCC
- Strongest force on any atom: 0.114 hartree/bohr
- LUMO: -0.05 eV

The geometry in XYZ format:
```
133
Properties=species:S:1:pos:R:3:forces:R:3
C -0.6671 -2.3141 5.5045 0.0275 -0.8220 -0.1153
C 0.5067 -3.0736 4.8239 -1.2594 0.8935 0.1491
P 0.9972 -2.5642 3.1460 2.4438 -1.6464 -1.1491
C 1.9151 -0.9719 3.1604 -0.4345 0.3550 0.9888
C 3.3737 -1.2745 3.5850 -0.2421 -0.0751 -0.6547
N -0.3054 -2.7095 2.0198 -0.5063 0.4414 0.9155
N -1.6475 -2.4271 2.5119 0.0889 0.3810 -0.0638
C -2.2953 -3.3518 2.9409 0.1842 -0.1568 -0.3599
S -3.0814 -4.6015 3.4270 -0.3383 -0.0500 0.2571
C -0.1052 -2.3877 0.6105 0.7207 -0.4853 -0.2172
C 1.2786 -2.9477 0.1907 -0.2085 -0.9557 0.0079
C 1.4396 -3.3037 -1.2862 1.0134 1.1441 0.1861
F 1.1844 -4.6499 -1.5110 -0.5045 0.0420 -0.0049
P -1.3961 -3.3845 -0.3230 -1.7429 0.7489 0.4902
O -2.7810 -2.9054 -0.0733 -0.0850 0.1218 0.0304
C -0.3377 -0.8796 0.2351 0.0427 -0.4325 -0.3647
Cl 1.0489 -0.1674 -0.7429 -0.0404 -0.1272 -0.0688
O -0.5373 -0.1366 1.3518 -0.0892 -0.1402 -0.1600
C -1.0107 1.2079 1.2121 -0.1779 0.5771 0.2385
C -1.9017 1.4292 2.4695 1.3598 0.4147 -0.0157
C -1.1269 1.7224 3.7728 -0.9531 -0.6630 0.3160
O -1.0990 3.0986 4.1840 0.3845 -0.1599 -0.0875
C -2.2854 3.5424 4.6572 -0.3476 0.1060 -0.2094
O -2.4893 3.7820 5.8005 0.1355 0.1899 0.5624
C -1.8641 1.5421 -0.0144 -0.7047 -0.6598 -0.4502
C -3.1921 0.7406 -0.1492 0.2432 0.5545 0.2129
C -4.4621 1.4530 0.3809 -0.6901 -0.6599 0.1381
C -5.4085 1.8682 -0.7634 0.0525 0.0790 0.5287
C -5.2096 0.4880 1.3390 0.1421 -0.0025 -0.2788
C -6.0767 -0.5749 0.6210 -0.2630 -0.2538 0.8103
C -5.9919 -1.9408 1.2524 -0.0828 -0.0321 -0.0263
C -6.8741 -2.4572 2.1093 0.2543 0.1240 -0.1485
C -8.0159 -1.6751 2.7223 0.0318 -0.8205 -0.2091
C -6.7966 -3.9059 2.5089 -0.1148 0.2287 -0.0172
P 0.2823 2.6073 1.3117 -0.7478 1.2598 0.5436
N 1.7831 1.9451 1.8488 -0.2062 -0.3658 -0.5722
O 0.5398 3.0148 -0.2678 0.6104 -0.6041 0.0620
H -1.5694 -2.9185 5.4128 -0.1107 0.1664 -0.0493
H -0.4908 -2.2191 6.5746 0.0637 0.3161 -0.0165
H -0.8560 -1.3583 5.0223 0.0426 0.1711 0.2482
H 1.3873 -2.9638 5.4577 0.3146 0.0062 -0.3887
H 0.2960 -4.1408 4.7619 0.0101 -0.0322 0.0196
H 1.4983 -0.2430 3.8625 -0.1329 0.1714 -0.2386
H 1.9155 -0.5537 2.1586 -0.3100 0.1222 0.0309
H 3.4565 -2.2874 3.9796 0.1985 0.1068 0.2949
H 4.0056 -1.2360 2.6967 0.0697 -0.1180 0.0236
H 3.7640 -0.5248 4.2687 -0.0792 -0.1326 0.2346
H 1.4057 -3.8988 0.7128 -0.0217 0.0508 0.1185
H 2.1102 -2.3367 0.5256 -0.1401 0.2604 -0.0364
H 0.8438 -2.6538 -1.9249 -0.2067 -0.4013 -0.2385
H 2.4756 -3.1190 -1.5752 0.0379 -0.1565 0.0059
H -1.1765 -3.2295 -1.7068 0.6816 -0.4286 0.1318
H -1.2751 -4.7195 0.1060 0.7072 0.0098 -0.2876
H -1.1690 -0.8780 -0.4721 -0.0661 0.5652 0.0630
H -2.4980 2.3078 2.2451 -0.3961 -0.1780 0.1511
H -2.4919 0.5333 2.6414 -0.2700 0.0588 -0.2675
H -0.1134 1.3251 3.7686 0.1418 0.3250 -0.1267
H -1.6336 1.1786 4.5773 0.1241 -0.0782 0.0374
H -3.0701 3.7112 3.9043 0.1175 -0.1471 -0.2297
H -1.3183 1.4444 -0.9514 0.3241 0.0322 0.1626
H -2.1319 2.5980 0.0677 0.1990 0.0781 -0.0234
H -3.0922 -0.2246 0.3513 -0.0126 -0.0807 -0.0735
H -3.3428 0.5295 -1.2093 0.0702 -0.0898 -0.0032
H -4.2480 2.3654 0.9426 0.3915 -0.0837 0.0271
H -6.4260 1.9839 -0.3841 -0.0201 0.0170 -0.0109
H -5.1306 2.8335 -1.1858 0.1768 -0.1451 -0.2906
H -5.4235 1.0789 -1.5110 -0.0618 0.2374 -0.2773
H -4.4894 -0.0517 1.9562 0.1156 0.1210 0.0583
H -5.8350 1.0564 2.0325 -0.0835 -0.0030 -0.0583
H -5.8385 -0.6906 -0.4349 0.1420 0.1439 -0.0066
H -7.1181 -0.2633 0.7053 -0.0090 0.1402 -0.3979
H -5.1499 -2.5573 0.9465 -0.0231 -0.0233 -0.1104
H -7.6671 -1.1589 3.6168 -0.1257 0.2467 -0.0593
H -8.7795 -2.3898 3.0369 -0.0988 0.1243 0.0857
H -8.4872 -1.0024 2.0095 0.0849 0.2738 0.1580
H -6.7668 -4.0236 3.5950 -0.0114 -0.0873 0.0053
H -5.9415 -4.4036 2.0597 0.1253 0.0091 0.0431
H -7.6994 -4.3990 2.1360 -0.0134 -0.1184 0.1557
H 2.5308 2.5385 1.5047 0.0709 -0.0558 -0.0135
H 1.7966 1.9898 2.8619 0.1231 0.0611 0.0210
H 0.6872 3.9656 -0.2816 -0.1201 0.0316 -0.0870
O 2.5606 -6.8745 -7.7389 -1.5472 -1.6416 1.6331
P 3.3326 -6.5754 -6.5155 4.3233 3.5347 -1.4916
O 3.1435 -4.9937 -6.1981 -0.2922 -0.6211 0.1777
C 1.8305 -4.4553 -6.0754 -0.3551 0.2058 -0.0017
C 1.1831 -4.8397 -4.7579 0.1110 -0.1311 -0.0626
O 4.8735 -6.5772 -7.0139 -0.1504 -0.2267 0.3266
C 5.2303 -7.0226 -8.3216 0.0465 0.1024 -0.3080
C 5.2611 -5.8719 -9.3085 0.0829 0.1698 0.0313
O 3.8090 -7.0413 -5.0315 -2.1564 -1.3445 -0.6949
C 3.0166 -7.9193 -4.2131 -0.1877 -0.2017 0.4862
C 2.2601 -8.9684 -5.0010 0.0244 0.0801 -0.2298
H 1.2098 -4.7720 -6.9178 0.0860 -0.0558 -0.0263
H 1.9333 -3.3718 -6.1378 0.1476 -0.0248 -0.0056
H 0.9570 -5.9102 -4.7365 -0.0705 0.0361 0.0121
H 0.2487 -4.2964 -4.6100 -0.0073 -0.0139 -0.0237
H 1.8527 -4.6268 -3.9261 -0.0062 0.0412 -0.0014
H 4.5593 -7.8125 -8.6566 -0.1379 0.0909 0.0337
H 6.2252 -7.4635 -8.2407 -0.0046 0.0334 0.1570
H 4.3685 -5.2528 -9.2242 -0.1169 -0.1496 -0.0254
H 5.3339 -6.2441 -10.3314 0.0176 -0.0052 0.0065
H 6.1183 -5.2254 -9.1144 0.0107 -0.0179 -0.0045
H 2.3297 -7.3273 -3.6023 0.0317 0.0781 -0.0728
H 3.7073 -8.4072 -3.5255 0.1409 0.1219 -0.0819
H 1.5355 -8.5126 -5.6835 0.0074 -0.0484 0.0667
H 1.7191 -9.6326 -4.3276 0.0111 0.0248 0.0442
H 2.9473 -9.5686 -5.6000 -0.0106 -0.0137 0.0197
O 3.5321 7.6311 1.7859 1.3283 -0.5919 -2.4059
P 2.6696 8.5048 0.9633 -4.0420 2.2817 3.5439
O 2.8956 10.0297 1.4707 0.2666 -0.4605 -0.5431
C 4.2132 10.5707 1.5127 0.3414 0.1883 0.0834
C 4.7314 10.9213 0.1300 -0.1169 -0.1568 -0.0760
O 1.1798 8.2396 1.5382 0.0988 -0.0607 -0.4413
C 0.9187 7.1924 2.4737 -0.0358 -0.0664 0.3491
C 1.0158 7.6915 3.9016 -0.0431 0.1475 0.0750
O 2.0468 8.8455 -0.5016 2.1543 -1.4983 -0.2905
C 2.7277 8.5047 -1.7209 0.1155 0.0682 -0.5189
C 3.5055 7.2073 -1.6439 0.0156 -0.0323 0.2339
H 4.8912 9.8750 2.0141 -0.0744 -0.0551 -0.0029
H 4.1579 11.4698 2.1259 -0.1460 -0.0287 0.0103
H 4.9148 10.0153 -0.4562 0.0640 0.0261 0.0178
H 5.6689 11.4737 0.1957 0.0065 -0.0194 0.0183
H 4.0007 11.5247 -0.4095 0.0174 0.0539 0.0336
H 1.5852 6.3479 2.3000 0.1308 0.0874 0.0283
H -0.0963 6.8396 2.2833 -0.0012 0.1090 -0.1621
H 1.9190 8.2812 4.0559 0.1130 -0.1400 -0.0618
H 1.0182 6.8551 4.6019 -0.0270 -0.0030 -0.0090
H 0.1688 8.3371 4.1379 -0.0135 -0.0209 -0.0057
H 3.3836 9.3283 -2.0146 -0.0123 0.0236 0.1016
H 1.9604 8.4244 -2.4908 -0.1240 0.0668 0.1398
H 4.3050 7.2622 -0.8981 -0.0190 -0.0113 -0.0773
H 3.9577 6.9768 -2.6080 -0.0190 0.0377 -0.0252
H 2.8482 6.3816 -1.3648 0.0081 -0.0041 -0.0293
```
Forces are in eV/Å.

The following is a quantum chemistry calculation of the molecule C17H14N2O2, from the Open Molecules 2025 dataset.

- Orbital gap: 9.0 eV
- SMILES string: Cc1cccc(C(=O)c2cn[nH]c2-c2ccccc2O)c1
- Strongest force on any atom: 0.017 hartree/bohr
- LUMO: 0.36 eV
- ΔE to the lowest compared entry with this formula, charge and spin: 85.5 kJ/mol

The geometry in XYZ format:
```
35
Properties=species:S:1:pos:R:3:forces:R:3
C 1.7564 -4.1070 -0.2263 -0.0458 -0.0427 0.0206
C 0.7414 -3.0523 0.0973 0.0722 0.0776 0.0344
C 1.0604 -1.9784 0.9132 -0.1507 0.0123 0.0072
C 0.1233 -0.9906 1.1966 -0.0630 -0.4763 0.0976
C -1.1708 -1.1097 0.7023 0.1586 -0.0114 0.2196
C -1.5026 -2.1894 -0.0953 -0.0838 -0.1344 -0.0694
C -0.5506 -3.1421 -0.4106 -0.0538 0.0818 0.0461
H -0.8124 -3.9728 -1.0505 -0.0328 -0.0897 -0.0804
H -2.5069 -2.2843 -0.4810 -0.0897 -0.0091 -0.0298
H -1.9176 -0.3722 0.9559 -0.0313 0.1068 -0.0236
C 0.5441 0.1795 2.0175 -0.0142 -0.0499 -0.1075
O 1.2682 0.0624 2.9853 -0.0443 0.0230 -0.0665
C 0.0272 1.4757 1.5736 -0.1740 0.5396 -0.2002
C -0.3910 1.8798 0.3048 0.1251 -0.0460 0.5501
N -0.8054 3.1570 0.4478 0.1274 -0.3850 -0.2124
N -0.6814 3.6089 1.6964 -0.1845 0.7136 0.4477
C -0.1751 2.6143 2.3866 -0.0022 -0.2188 -0.3694
H 0.0177 2.7052 3.4360 0.0392 0.0676 0.2344
H -1.1407 3.7704 -0.2790 0.0906 -0.0686 0.1075
C -0.4259 1.1904 -0.9791 0.2226 -0.0339 -0.2896
C -1.5713 1.2222 -1.7670 0.1729 -0.0553 0.0027
C -1.6332 0.5277 -2.9607 -0.1465 0.0165 -0.1173
C -0.5398 -0.2071 -3.3839 0.0095 0.0172 0.0478
C 0.6178 -0.2272 -2.6275 0.0717 -0.0251 0.0675
C 0.6913 0.4737 -1.4322 -0.2329 0.1093 -0.2637
O 1.8243 0.5106 -0.6893 0.1415 0.0934 0.0413
H 2.5019 -0.0468 -1.0909 -0.1179 0.0303 0.0238
H 1.4783 -0.7906 -2.9631 0.0844 -0.0502 -0.0312
H -0.5830 -0.7630 -4.3080 0.0027 -0.0504 -0.0846
H -2.5340 0.5534 -3.5540 -0.0836 -0.0019 -0.0517
H -2.4318 1.7753 -1.4190 -0.0923 0.0255 0.0687
H 2.0531 -1.8785 1.3285 0.1144 0.0046 0.0393
H 2.7511 -3.8010 0.0878 0.0860 -0.0278 -0.0050
H 1.7694 -4.3139 -1.2954 0.0633 -0.0495 -0.0569
H 1.5069 -5.0350 0.2876 0.0609 -0.0928 0.0027
```
Forces are in eV/Å.

What is the LUMO in the second record? 0.36 eV

What is the orbital gap in the second record? 9.0 eV

Among the records above, which one has the lowest orbital gap? C35H74ClFN3O13P5S

Among the records above, which one has the highest LUMO? C17H14N2O2